Molecular formula: C15H40O15S5
Method: DFT, wB97M-V/def2-TZVPD

Properties
HOMO-LUMO gap	11.098	eV
LUMO level	0.28	eV
SMILES	CCOS(C)(=O)=O.CCOS(C)(=O)=O.CCOS(C)(=O)=O.CCOS(C)(=O)=O.CCOS(C)(=O)=O
total energy	-101089.648	eV
relative energy (zero: lowest compared OMol25 entry of this formula, charge and spin)	0.716	eV

```
! RIJCOSX wB97M-V def2-TZVPD def2/J DEFGRID3
* xyz 0 1
O 2.86731 -0.14970 -1.55115
S 2.96531 -0.82400 -0.27924
O 3.85907 -1.93359 -0.16467
O 3.35755 0.25880 0.81080
C 2.95817 1.64085 0.69804
C 1.98305 1.90875 1.83925
C 1.34184 -1.32896 0.27678
H 2.49215 1.77353 -0.27610
H 3.84609 2.24836 0.85739
H 1.15161 1.21409 1.76004
H 1.67463 2.95208 1.87149
H 2.49630 1.69504 2.77917
H 0.93454 -1.97964 -0.49789
H 0.65305 -0.48295 0.27617
H 1.27907 -1.77902 1.25966
O -1.09562 0.15650 -1.22646
S -2.16296 -0.20736 -2.11582
O -3.07365 -1.24411 -1.72835
O -2.96761 1.15440 -2.42216
C -4.28681 0.98789 -2.97364
C -4.68475 2.31749 -3.58484
C -1.35929 -0.54756 -3.68695
H -4.98611 0.66245 -2.20493
H -4.28364 0.22165 -3.75501
H -4.04783 2.54001 -4.44030
H -4.67359 3.07046 -2.79935
H -5.68700 2.27501 -4.01577
H -0.61736 -1.30689 -3.46295
H -0.84797 0.39020 -3.89830
H -2.10134 -0.77181 -4.44563
O 2.44083 -2.09925 3.57278
S 1.28482 -1.41311 4.08664
O 0.28153 -0.82539 3.25559
O 0.53481 -2.46626 5.02805
C 1.36707 -3.22729 5.89310
C 0.48277 -3.91602 6.92732
C 1.76574 -0.10134 5.21768
H 2.11206 -2.60800 6.39927
H 1.92329 -4.01078 5.37690
H 1.05849 -4.55898 7.59131
H -0.27868 -4.49706 6.40994
H 0.00571 -3.18235 7.58069
H 1.56975 0.80068 4.64721
H 2.79389 -0.24672 5.53044
H 1.08085 -0.10833 6.06265
O -0.54851 2.34001 5.39675
S -0.49577 3.61861 4.73214
O 0.71327 4.37142 4.92049
O -0.78021 3.40431 3.17429
C -1.88940 2.61841 2.68872
C -1.46328 2.02123 1.34935
C -2.01418 4.52801 5.16902
H -2.67302 3.34335 2.42975
H -2.30983 1.94036 3.42583
H -1.28292 0.95272 1.49533
H -0.55882 2.46545 0.94924
H -2.21045 2.07831 0.55886
H -2.78989 3.76749 5.15240
H -2.11099 5.27695 4.39216
H -1.86448 4.83290 6.20054
O 2.62827 -3.04098 -6.90687
S 2.21948 -1.76034 -6.39306
O 2.41255 -0.58897 -7.20945
O 0.66439 -1.86022 -5.98964
C -0.17251 -2.70912 -6.79153
C -0.42165 -2.19027 -8.17804
C 2.91014 -1.40088 -4.78411
H -1.10192 -2.79594 -6.23073
H 0.23285 -3.72173 -6.82211
H 0.39795 -2.17353 -8.88888
H -0.82927 -1.16758 -8.19084
H -1.31815 -2.67762 -8.58172
H 3.92726 -1.07525 -5.00146
H 2.97982 -2.28347 -4.15708
H 2.34214 -0.56538 -4.38821
*
```

***

Molecular formula: C15H40O5
Method: DFT, wB97M-V/def2-TZVPD

Properties
HOMO-LUMO gap	10.344	eV
LUMO level	0.71	eV
SMILES	CC(C)O.CC(C)O.CC(C)O.CC(C)O.CC(C)O
total energy	-26441.319	eV
relative energy (zero: lowest compared OMol25 entry of this formula, charge and spin)	0.414	eV

```
! RIJCOSX wB97M-V def2-TZVPD def2/J DEFGRID3
* xyz 0 1
C -0.00325 1.52306 -3.51634
C -0.79432 0.31300 -3.95226
C -1.85455 0.59155 -5.02621
O 0.09510 -0.74783 -4.36980
H 0.58601 1.25353 -2.63595
H -0.66609 2.30706 -3.14322
H 0.65866 1.87061 -4.30948
H -1.28981 -0.11731 -3.07753
H -2.07517 1.65264 -5.11891
H -2.77778 0.05964 -4.79447
H -1.52713 0.21116 -5.99683
H 0.48303 -0.50600 -5.21571
C -3.33489 0.17957 -0.53120
C -3.02250 1.58480 -0.01138
C -3.00324 1.62297 1.51597
O -1.80038 2.07607 -0.53340
H -4.27997 -0.16277 -0.10902
H -2.52038 -0.50372 -0.27633
H -3.43804 0.18008 -1.61942
H -3.79800 2.25028 -0.40183
H -3.67692 0.90503 1.97957
H -3.20589 2.63485 1.87072
H -1.98484 1.39608 1.84636
H -1.16623 1.34177 -0.53919
C 0.95153 -0.31956 1.88729
C 1.10733 0.50438 0.62225
C 2.50714 0.33231 0.04912
O 0.12718 0.10864 -0.33186
H 1.52952 0.09941 2.70647
H 1.21091 -1.36270 1.69113
H -0.09284 -0.33160 2.21757
H 0.94487 1.56311 0.82965
H 2.67161 0.99715 -0.80103
H 2.70136 -0.69882 -0.24206
H 3.23978 0.63082 0.80811
H 0.38718 -0.75386 -0.70700
C -0.73026 -3.79657 -2.80583
C -0.14122 -3.13331 -1.56315
C 0.70089 -4.08667 -0.73904
O 0.70839 -2.03483 -1.92672
H -1.59372 -3.23729 -3.17489
H -1.03157 -4.81924 -2.58853
H 0.00333 -3.81148 -3.61489
H -0.98528 -2.77214 -0.96300
H 1.10921 -4.90650 -1.34065
H 0.19652 -4.54055 0.11210
H 1.58894 -3.56024 -0.37389
H 0.40836 -1.67367 -2.77982
C 3.09805 1.83436 4.12158
C 2.22600 1.97275 5.33045
C 1.08355 1.00080 5.35781
O 2.97455 1.73161 6.53535
H 3.95625 2.50379 4.13613
H 2.50638 2.03593 3.21848
H 3.45312 0.80646 4.01345
H 1.81373 2.98772 5.36776
H 0.32892 1.20662 4.59490
H 0.57034 1.14232 6.31312
H 1.36648 -0.04753 5.27229
H 3.50007 2.51229 6.73321
*
```

***

Molecular formula: C15H41BrNNbO7P3S
Method: DFT, wB97M-V/def2-TZVPD

Properties
HOMO-LUMO gap	3.707	eV
LUMO level	0.16	eV
total energy	-142334.545	eV

```
! RIJCOSX wB97M-V def2-TZVPD def2/J DEFGRID3
* xyz -1 1
C -2.52839 3.42885 0.16019
C -0.99000 3.30486 0.11482
C -0.30016 4.67081 0.28705
C -0.55656 2.60493 -1.18629
C -0.73305 1.08601 -1.09769
Nb 0.84271 -0.50564 -0.52802
C 2.38983 -2.16339 -0.50906
C 2.47734 -3.06287 0.72933
N 3.22418 -2.46869 1.83375
C -0.07530 -1.01272 1.47897
C -1.27923 -1.86828 1.66630
C -1.89922 -1.98058 2.99194
O -2.51817 -1.25441 1.86882
P 1.90037 0.23402 -2.68019
C 1.99791 2.00064 -3.09184
O 1.33406 -0.25016 -4.13624
P -0.69236 -2.11719 -1.92390
O -0.45980 -3.63623 -1.29866
Br -2.93785 -1.71459 -1.54148
P 2.49866 1.10131 0.75183
O 2.20716 2.71837 0.59532
O 2.40613 0.95919 2.39857
S 4.42749 0.85077 0.33588
H -2.97719 2.61397 0.73098
H -2.85350 4.35819 0.62921
H -2.96669 3.38754 -0.83888
H -0.73144 2.65380 0.95448
H -1.02194 5.48024 0.40052
H 0.34965 4.89849 -0.55883
H 0.34866 4.68091 1.16257
H 0.43837 2.94081 -1.45853
H -1.22163 2.98714 -1.97250
H -1.16694 0.73091 -2.03681
H -1.46607 0.81577 -0.32580
H 3.39517 -1.80430 -0.74061
H 2.09522 -2.78237 -1.36922
H 1.49201 -3.38260 1.08826
H 2.98076 -3.97496 0.39143
H 2.64384 -2.21155 2.61615
H 3.75289 -1.65808 1.53499
H -0.41960 -0.01660 1.80117
H 0.69311 -1.32945 2.18658
H -1.34489 -2.79333 1.08613
H -2.48722 -2.86209 3.21992
H -1.76210 -1.23985 3.76850
H 2.32849 2.54750 -2.21045
H 2.71226 2.16601 -3.90175
H 1.01584 2.36853 -3.39518
H 0.62092 0.29791 -4.48768
H -0.04706 -3.59841 -0.42769
H 3.07112 3.15347 0.64340
H 1.69193 1.51387 2.73283
C 4.18753 -6.93696 -2.76031
C 3.43146 -5.77283 -2.14611
O 4.19451 -5.07736 -1.17093
H 4.50056 -7.63693 -1.98465
H 3.56579 -7.46831 -3.48271
H 5.08380 -6.58535 -3.27772
H 2.54342 -6.12413 -1.62139
H 3.10090 -5.08152 -2.92914
H 4.97761 -4.71165 -1.59294
C -6.92497 3.45736 2.85245
C -5.70303 3.77337 2.01112
O -5.29143 5.13198 2.14828
H -7.75382 4.11137 2.57846
H -7.23522 2.42076 2.71540
H -6.71291 3.61068 3.91359
H -5.91194 3.63102 0.95206
H -4.87658 3.10843 2.27899
H -5.07544 5.28357 3.07294
*
```

***

Q: The lowest HOMO-LUMO gap belongs to which entry?
A: C15H41BrNNbO7P3S

***

Q: The lowest total energy belongs to which entry?
A: C15H41BrNNbO7P3S

***

Q: The lowest HOMO-LUMO gap belongs to which entry?
A: C15H41BrNNbO7P3S

***

Q: Which formula does entry 1 have?
A: C15H40O15S5